# C21H24GeN4O2Re

A molecular structure, C21H24GeN4O2Re in a non-equilibrium geometry (the ωB97M-V functional and the def2-TZVPD basis, the Open Molecules 2025 dataset).

Summary:
Highest occupied orbital energy (alpha / beta) ... -0.4941 / -0.4931 Eh
<S²> ... 0.778
Multiplicity ... 2
Charge ... +2
E ... -90849.9676 eV

XYZ file:
```
53
C21H24GeN4O2Re the ωB97M-V functional and the def2-TZVPD basis
Re 0.33 0.02 0.02
C 4.84 2.91 -0.80
C 4.34 1.72 -1.19
C 2.89 1.46 -1.11
C 2.11 2.43 -0.36
C 2.62 3.69 -0.04
C 3.96 3.90 -0.27
N 0.85 1.99 -0.08
N 0.03 3.02 0.19
C -1.21 2.57 0.24
C -2.30 3.46 0.42
C -3.56 2.96 0.37
C -3.74 1.57 0.14
C -2.66 0.76 0.00
N -1.37 1.23 0.07
H 5.89 3.14 -0.90
H 4.97 0.96 -1.64
H 3.03 -0.23 0.15
H 1.99 4.44 0.42
H 4.38 4.87 -0.01
H -2.09 4.51 0.56
H -4.42 3.61 0.49
H -4.73 1.14 0.07
H -2.79 -0.29 -0.17
O -2.26 -3.00 0.58
C -1.21 -2.44 0.48
O -1.02 -1.14 0.74
C 0.08 -3.08 0.09
C 0.18 -4.44 -0.05
C 1.43 -4.99 -0.30
C 2.51 -4.12 -0.38
C 2.30 -2.76 -0.25
N 1.10 -2.21 -0.04
H -0.71 -5.04 0.06
H 1.56 -6.05 -0.42
H 3.51 -4.49 -0.55
H 3.16 -2.10 -0.32
C 1.59 1.61 3.20
Ge 2.41 -0.09 2.85
C 1.45 -1.69 3.28
C 4.29 -0.16 2.49
C 2.38 0.09 -0.67
H 1.63 1.79 4.28
H 0.55 1.59 2.89
H 2.13 2.42 2.70
H 1.40 -1.75 4.37
H 1.95 -2.58 2.91
H 0.44 -1.62 2.90
H 4.79 -0.30 3.46
H 4.64 0.77 2.05
H 4.55 -1.01 1.86
H 2.53 -0.64 -1.47
H 2.54 1.62 -2.15
```